[1]
Computed, not measured: an isolated molecule of C10H13N3 in a non-equilibrium geometry, with wB97M-V/def2-TZVPD.

Element x y z (Å)
C -1.25452 0.39329 1.28677
C -1.63102 1.61970 0.37387
C -3.00143 1.64339 -0.40066
C -1.56491 0.65167 -1.77015
C -0.66115 0.99098 -0.63055
C 0.86966 -0.58227 0.34967
C 1.14242 -1.34050 1.57432
C 2.32474 -2.08191 1.64443
C 3.23962 -1.84453 0.55939
C 1.85490 -0.51802 -0.71988
H -2.02873 -0.38669 1.45026
H -0.76714 0.64639 2.19337
H -1.57989 2.58196 0.91970
H -3.45783 0.66059 -0.03879
H -3.58413 2.44814 -0.08560
H -3.23348 1.55440 -2.31926
H -1.93233 -0.30337 -1.55060
H -1.00098 0.59956 -2.67213
H 0.17962 1.65217 -0.79673
H 0.33766 -1.47551 2.29186
H 2.76279 -2.52161 2.50962
H 4.19532 -2.38467 0.58873
H 1.75720 0.22218 -1.48168
N -2.48820 1.78662 -1.76949
N -0.42387 -0.17033 0.28285
N 2.97521 -1.17119 -0.60081

Output
Energy above the lowest of the compared OMol25 structures with the same formula, charge and spin   2.928 eV
LUMO energy   0.9 eV
Kohn-Sham gap   8.64 eV
SMILES string   c1cncc(N2C[C@@H]3CNC[C@@H]32)c1
E   -15048.16690 eV
HOMO energy   -7.7 eV

Results of the natural (NBO) charge analysis, in e, for atoms 1 through 4:
1. C -0.213
2. C -0.221
3. C -0.242
4. C -0.259

[2]
Computed, not measured: the ion C10H13N3 with charge +2 in a non-equilibrium geometry, with wB97M-V/def2-TZVPD.

Element x y z (Å)
C -0.59805 0.54040 2.55434
C -1.90648 0.60072 2.95902
C -0.26828 0.25589 1.21906
C -1.19383 -0.12801 0.31342
C 0.91447 -0.19777 -0.60716
C -1.05713 -0.99755 -1.85335
C 3.12686 -0.53555 -1.64284
C -3.03760 0.58093 1.94391
C -2.70210 -0.05998 0.57688
C 4.09806 0.29026 -2.41580
N 1.87350 -0.22079 -1.45677
N 1.01407 0.15810 0.63535
N -0.54170 -0.41572 -0.85154
H 0.31616 0.67223 3.26272
H -2.11347 0.59581 4.04045
H -0.55007 -0.91467 -2.82964
H -2.06042 -1.37624 -1.85834
H 3.44135 -1.53374 -1.26563
H -3.87078 -0.06461 2.33767
H -3.28731 1.59303 1.72590
H -3.11754 0.58241 -0.16611
H -3.14814 -1.10996 0.52320
H 3.60035 0.11109 -3.37025
H 5.15083 -0.01286 -2.58966
H 4.00343 1.38837 -2.41628
H 1.91379 0.19821 1.23146

Output
Energy above the lowest of the compared OMol25 structures with the same formula, charge and spin   2.540 eV
Total charge   +2
LUMO energy (spin up / spin down)   -9.4 / -9.5 eV
Kohn-Sham gap (spin up / spin down)   6.31 / 6.19 eV
SMILES string   C=[N+]1C(/N=C/C)=[NH+]C2=C1CCC=C2
E   -15030.95723 eV
HOMO energy (spin up / spin down)   -15.7 / -15.7 eV

Results of the natural (NBO) charge analysis, in e, for atoms 1 through 4:
1. C -0.322
2. C 0.035
3. C 0.227
4. C 0.072

[3]
Computed, not measured: the ion C10H13N4O with charge +1 in a non-equilibrium geometry, with wB97M-V/def2-TZVPD.

Element x y z (Å)
C 0.50933 -1.65058 0.29659
C 1.84977 -1.06569 0.32378
C 2.05313 0.28458 0.11577
C 0.86982 1.16871 0.07603
C -0.41324 0.60352 0.23308
C -0.39874 -0.70055 0.28089
C -4.81560 -1.58341 -0.53503
C 2.95340 -2.01868 0.42087
C 3.35578 0.84920 -0.39424
C 0.97785 2.61167 -0.17382
N -1.52527 1.45863 0.27249
N -2.64779 0.97296 0.22946
N -2.95702 -0.24489 -0.06537
N -4.23680 -0.52495 0.00872
O -5.05256 0.45544 0.59704
H 0.56968 -2.71767 0.03257
H -5.75470 -1.91398 -0.25930
H -4.17865 -2.22432 -1.17312
H 3.90575 -1.69573 0.70910
H 2.69548 -2.66226 1.25674
H 2.79168 -2.65912 -0.44615
H 4.03641 0.18987 -0.80349
H 3.07353 1.69125 -1.06775
H 3.92757 1.27794 0.47065
H 1.97576 2.96325 -0.26331
H 0.66140 2.68623 -1.23103
H 0.37916 3.17097 0.52756
H -4.60514 1.27759 0.56132

Output
Energy above the lowest of the compared OMol25 structures with the same formula, charge and spin   8.880 eV
Total charge   +1
LUMO energy   -5.8 eV
Kohn-Sham gap   6.28 eV
E   -18572.95272 eV
HOMO energy   -12.1 eV

Results of the natural (NBO) charge analysis, in e, for atoms 1 through 4:
1. C -0.370
2. C 0.095
3. C -0.011
4. C 0.107

[4]
Computed, not measured: an isolated molecule of C10H13N5O4 in a non-equilibrium geometry, with wB97M-V/def2-TZVPD.

Element x y z (Å)
C -0.01676 3.07134 2.83071
C 0.46494 1.69948 2.48417
C 0.54459 1.24078 1.22207
N 1.00395 -0.00771 0.89520
C 1.52392 -0.85071 1.85786
O 2.04380 -1.91220 1.59701
N 1.38653 -0.39292 3.14206
C 0.88125 0.83077 3.57758
O 0.82580 1.08564 4.75834
H 1.73507 -1.01658 3.86243
C 1.13999 -0.42436 -0.51746
O 0.55601 0.51438 -1.36431
C -0.75910 0.11197 -1.74946
C -0.81049 0.06128 -3.28874
O -2.09981 -0.14679 -3.79242
H -2.66032 0.60935 -3.58527
H -0.19756 -0.76349 -3.66247
H -0.37489 0.99890 -3.65927
C -1.01492 -1.25339 -1.04642
N -1.84044 -2.16220 -1.75564
N -1.59049 -2.80376 -2.72414
N -1.55859 -3.51150 -3.59338
C 0.41618 -1.74186 -0.78594
H 0.83153 -2.19364 -1.68805
H 0.49929 -2.44770 0.03416
H -1.53038 -1.07636 -0.09496
H -1.47811 0.86504 -1.39584
H 2.21420 -0.47902 -0.73490
H 0.25405 1.84702 0.37679
H -0.77769 3.01098 3.60664
H -0.41699 3.57707 1.95646
H 0.80544 3.66020 3.23718

Output
Energy above the lowest of the compared OMol25 structures with the same formula, charge and spin   2.054 eV
LUMO energy   0.4 eV
Kohn-Sham gap   9.51 eV
E   -26220.28161 eV
HOMO energy   -9.1 eV

Results of the natural (NBO) charge analysis, in e, for atoms 1 through 4:
1. C -0.615
2. C -0.185
3. C 0.069
4. N -0.459

[5]
Computed, not measured: a cluster of 2 separate species, C10H13N5O6 in total in a non-equilibrium geometry, with wB97M-V/def2-TZVPD.

Element x y z (Å)
O 2.97899 -2.70781 -2.65222
N 3.07744 -1.50289 -2.36033
O 3.54031 -0.65778 -3.16191
C 2.66128 -0.98802 -1.06243
C 2.75576 0.38456 -0.81199
C 2.34408 0.92527 0.42866
N 2.36425 2.35643 0.64845
O 3.07220 3.06850 -0.08912
O 1.65026 2.82288 1.57236
C 1.83527 0.12066 1.46853
C 1.72926 -1.23561 1.20432
N 1.04675 -2.22830 1.91804
O 0.45146 -2.21763 2.98284
O 1.10209 -3.38588 1.13009
N 1.74657 -3.14763 -0.06944
C 2.10125 -1.83704 -0.01722
H 3.14460 1.04167 -1.58370
H 1.57752 0.51993 2.44734
C -3.65552 1.88603 2.45002
C -2.34076 1.36116 1.88469
C -2.50773 -0.04171 1.31683
C -1.89724 2.30369 0.76407
N -1.36951 1.26509 2.98521
H -3.53905 2.92186 2.79448
H -4.43082 1.86993 1.67502
H -3.99772 1.27431 3.29076
H -1.55015 -0.43614 0.95100
H -2.89024 -0.72247 2.08526
H -3.21405 -0.03031 0.47936
H -0.89874 2.03830 0.39677
H -2.60692 2.24298 -0.07150
H -1.87070 3.33907 1.12645
H -0.45967 0.97444 2.62317
H -1.25480 2.17338 3.43432

Output
Energy above the lowest of the compared OMol25 structures with the same formula, charge and spin   0.952 eV
LUMO energy   -2.8 eV
Kohn-Sham gap   6.67 eV
SMILES string   O=[N+]([O-])c1cc([N+](=O)[O-])c2no[n+]([O-])c2c1.CC(C)(C)N
E   -30305.51903 eV
HOMO energy   -9.5 eV

Results of the natural (NBO) charge analysis, in e, for atoms 1 through 4:
1. O -0.323
2. N 0.496
3. O -0.374
4. C 0.026

[6]
Computed, not measured: a structure of composition C10H13N6O3S3Tc in a non-equilibrium geometry, with wB97M-V/def2-TZVPD.

Element x y z (Å)
Tc 8.51068 9.58721 9.28291
N 11.14699 6.50629 8.21719
C 11.02864 7.79070 8.40232
N 9.77010 8.01543 8.78200
C 9.21097 6.73550 8.85784
N 10.02974 5.79252 8.54275
C 7.81910 6.68117 9.17184
C 7.02282 5.55654 9.23944
N 5.70584 5.62514 9.39916
C 5.17567 6.81322 9.58692
C 5.96159 7.98621 9.58704
N 7.27416 7.90434 9.34066
H 11.94994 5.95508 7.91514
H 11.79195 8.49190 8.17474
H 7.48295 4.59010 9.16098
H 4.12145 6.87238 9.74967
H 5.58230 8.97734 9.96395
C 8.25403 12.25107 12.29766
S 7.60764 10.88583 11.43617
O 7.59194 11.24425 9.90724
O 6.34504 10.51041 11.89212
O 8.62169 9.72908 11.32154
H 7.67028 13.11336 11.93701
H 9.32451 12.44406 12.18162
H 8.06202 12.08286 13.35531
S 8.51556 9.83011 7.03126
C 7.39108 11.08792 6.38707
N 6.73479 11.94954 7.14536
C 5.82219 12.88169 6.42615
C 6.05657 12.61750 4.91102
S 7.18515 11.17238 4.68359
H 6.69855 11.97818 8.17308
H 6.06046 13.89252 6.72762
H 4.77754 12.59861 6.63232
H 6.57858 13.47409 4.45855
H 5.09661 12.34348 4.40183

Output
Spin multiplicity   4
Energy above the lowest of the compared OMol25 structures with the same formula, charge and spin   0.000 eV
Total charge   +3
LUMO energy (spin up / spin down)   -12.4 / -12.9 eV
⟨S²⟩   3.7786
Kohn-Sham gap (spin up / spin down)   6.70 / 6.16 eV
E   -60339.13678 eV
HOMO energy (spin up / spin down)   -19.2 / -19.1 eV

Results of the natural (NBO) charge analysis, in e, for atoms 1 through 4:
1. Tc 1.432
2. N -0.279
3. C 0.286
4. N -0.551